The following is a quantum chemistry calculation of 15 unconnected molecules or ions with the total composition C85H205N15O15, from the Open Molecules 2025 dataset.

Structure (ORCA input):
```
! wB97M-V def2-TZVPD RIJCOSX def2/J DEFGRID3
* xyz 0 1
C 6.79840 5.07273 -3.27091
C 5.56466 5.88665 -2.89798
C 4.44627 5.64932 -3.98414
C 3.90871 4.23910 -3.98692
C 3.39121 3.91118 -2.58529
C 4.43396 4.01049 -1.50836
N 4.93850 5.40213 -1.63793
O 5.89007 5.70028 -0.51903
C 3.72680 3.95653 -0.18806
C 5.51758 2.83952 -1.56357
C 5.92504 7.40360 -2.80039
H 6.65110 3.99526 -3.25992
H 7.67556 5.33470 -2.67166
H 7.02818 5.38760 -4.28605
H 3.67905 6.35935 -3.76307
H 4.93347 5.98505 -4.96671
H 4.77341 3.62530 -4.29679
H 3.13066 4.04071 -4.73901
H 2.99683 2.87894 -2.65928
H 2.61954 4.64109 -2.35383
H 4.39003 4.06298 0.67415
H 2.97134 4.74727 -0.20063
H 3.20084 3.01591 -0.04882
H 5.34876 2.00647 -0.90010
H 5.48452 2.43604 -2.56203
H 6.54101 3.13806 -1.41540
H 5.09707 8.09981 -2.59183
H 6.34582 7.71703 -3.73543
H 6.66273 7.50635 -2.03766
H 5.40083 6.27467 0.08247
C -4.94749 6.21383 -0.33602
C -3.43494 6.46798 -0.24537
C -3.04656 6.20966 1.21452
C -1.51503 6.13272 1.47058
C -0.96534 5.07466 0.54186
C -1.29719 5.29154 -0.97195
N -2.74287 5.44065 -1.03550
O -3.10255 5.52638 -2.36017
C -0.52194 6.42137 -1.55423
C -1.03831 3.90590 -1.66888
C -3.13340 7.89510 -0.70223
H -5.44748 6.74974 0.56017
H -5.04080 5.14465 -0.25345
H -5.38297 6.56460 -1.24374
H -3.52524 6.83436 1.95853
H -3.44220 5.14268 1.40403
H -1.31552 5.77590 2.48441
H -1.01854 7.07200 1.26039
H -1.55425 4.23657 0.80839
H 0.10059 4.82147 0.66445
H -0.58717 6.38552 -2.62952
H -0.75845 7.45563 -1.26185
H 0.53240 6.31320 -1.39588
H -1.50528 3.86982 -2.68934
H 0.03528 3.72688 -1.58851
H -1.46073 3.10947 -1.03671
H -3.94506 8.56666 -0.38593
H -3.05339 8.04306 -1.75019
H -2.28348 8.29973 -0.22836
H -3.50965 4.65554 -2.51990
C -2.28464 -1.22071 -0.84054
C -0.73960 -1.10947 -0.68305
C -0.15867 -0.76193 -2.04619
C 1.26931 -0.29304 -1.85827
C 1.33724 0.88817 -0.94630
C 0.88476 0.52121 0.43055
N -0.48665 -0.02482 0.25214
O -1.01742 -0.37090 1.54016
C 1.86225 -0.35451 1.17446
C 0.79130 1.74533 1.31056
C -0.31899 -2.51543 -0.24999
H -2.83018 -0.22105 -0.90897
H -2.69909 -1.78515 0.01171
H -2.35935 -1.77577 -1.76255
H -0.21254 -1.70057 -2.65445
H -0.68051 0.02736 -2.52228
H 1.72644 0.01739 -2.83894
H 1.88260 -1.11136 -1.44656
H 0.69460 1.71911 -1.29823
H 2.34586 1.33676 -0.93750
H 1.78656 -0.14332 2.26352
H 1.65498 -1.41053 0.97453
H 2.93900 -0.18726 0.92000
H 1.78489 1.97553 1.78896
H 0.40886 2.69317 0.88993
H 0.18103 1.50066 2.19207
H -0.65968 -3.22800 -0.99151
H -0.75392 -2.64842 0.72277
H 0.76032 -2.65416 -0.20752
H -1.81420 0.15549 1.60934
C 5.11643 2.24576 2.42153
C 5.67473 1.25843 3.44207
C 7.01937 0.71565 2.96873
C 7.80744 0.02615 4.04388
C 8.03335 1.02391 5.18708
C 6.74590 1.47826 5.80549
N 5.91106 2.01146 4.64398
O 4.71762 2.56527 5.16285
C 6.04880 0.37197 6.60496
C 7.06952 2.69368 6.73384
C 4.60044 0.15593 3.64371
H 4.73399 1.79890 1.53215
H 5.85854 2.98126 2.09726
H 4.23029 2.72741 2.85110
H 6.92331 0.12225 2.05849
H 7.57832 1.60147 2.72969
H 8.78507 -0.21831 3.65614
H 7.21510 -0.77355 4.42404
H 8.50113 2.02662 4.86113
H 8.64991 0.69995 6.01056
H 5.31664 0.79554 7.26629
H 5.61294 -0.44080 5.96674
H 6.79409 -0.07450 7.26771
H 6.14213 3.06889 7.16696
H 7.67867 2.42914 7.59225
H 7.58659 3.57403 6.30608
H 4.05591 0.09509 2.69301
H 3.73810 0.49288 4.27377
H 4.86824 -0.86883 3.95611
H 4.26513 1.80158 5.53582
C -1.67798 0.04233 8.12071
C -0.38637 0.79024 7.73839
C 0.57304 -0.28424 7.17101
C 1.78882 0.39335 6.57017
C 1.29154 1.25569 5.37672
C 0.32856 2.38703 5.82716
N -0.70774 1.64715 6.52577
O -1.77635 2.57120 6.97984
C 1.01501 3.52578 6.57210
C -0.33594 2.89506 4.52410
C 0.13874 1.55592 9.04207
H -2.41943 0.65577 8.61046
H -1.32291 -0.60688 8.92183
H -2.13973 -0.50143 7.29452
H 0.91670 -1.01223 7.94598
H 0.02788 -0.83370 6.40987
H 2.47280 -0.37870 6.20734
H 2.24575 0.99690 7.35953
H 0.79234 0.60557 4.66963
H 2.17145 1.68547 4.86343
H 1.74644 3.10939 7.26630
H 1.67753 4.14957 5.92169
H 0.37153 4.10580 7.20381
H -0.93067 2.07096 4.05481
H -0.98102 3.76821 4.72048
H 0.40905 3.20733 3.80066
H -0.18285 0.99579 9.97503
H -0.23693 2.56885 9.04762
H 1.22264 1.66147 9.03310
H -2.56000 2.03060 6.82585
C -3.42022 -0.81352 4.43863
C -4.19981 -1.19815 3.15682
C -4.53686 -0.09303 2.17562
O -3.41137 0.70755 1.84374
C -3.68689 1.78057 0.95559
N -3.58028 -2.25863 2.30622
H -3.89063 0.03616 4.96264
H -2.41796 -0.47754 4.14099
H -3.38765 -1.64699 5.11304
H -5.19598 -1.56724 3.45254
H -5.33477 0.53370 2.57615
H -4.91496 -0.43382 1.18882
H -2.66873 2.21757 0.69832
H -4.21887 2.60855 1.40316
H -4.27662 1.44748 0.08685
H -3.22319 -2.96288 2.92195
H -2.68531 -1.86712 1.98806
C -3.47320 -2.84617 -4.93701
C -4.60689 -2.38606 -4.02347
C -5.82576 -2.02913 -4.82698
O -5.57186 -0.71139 -5.38481
C -6.58253 -0.18992 -6.17157
N -5.03902 -3.37853 -2.96403
H -3.80833 -3.89259 -5.28590
H -2.49191 -2.96476 -4.49421
H -3.41601 -2.21750 -5.79599
H -4.19423 -1.45246 -3.50739
H -6.68523 -1.99029 -4.17552
H -6.12854 -2.81878 -5.60705
H -6.38068 0.88967 -6.16654
H -7.52839 -0.45090 -5.75422
H -6.59392 -0.57256 -7.18960
H -5.31156 -2.77644 -2.18803
H -4.22927 -3.95527 -2.77455
C -3.71602 1.79474 -6.88309
C -2.65803 1.25267 -5.88675
C -1.46467 2.24880 -5.83719
O -0.43315 1.64142 -5.16800
C 0.65650 2.53640 -4.92402
N -3.26021 1.04667 -4.55434
H -4.53615 1.11948 -7.04100
H -3.23782 1.89486 -7.85220
H -4.14559 2.78999 -6.59892
H -2.16703 0.31566 -6.18792
H -1.86761 3.15718 -5.28379
H -1.17732 2.53835 -6.83853
H 1.06526 3.03309 -5.80796
H 1.47917 1.93783 -4.52457
H 0.37841 3.35152 -4.20740
H -2.51420 0.86397 -3.84232
H -3.92584 0.32429 -4.60450
C -6.92820 3.18963 -3.27393
C -5.87100 2.56134 -2.34538
C -6.06042 1.04051 -2.20727
O -7.41387 0.76729 -1.80817
C -7.60888 -0.55768 -1.34165
N -4.46786 2.94856 -2.50003
H -6.73469 4.24529 -3.31890
H -7.91708 2.84915 -2.93228
H -6.78962 2.81364 -4.31644
H -6.06452 2.96120 -1.34898
H -5.42714 0.68476 -1.42967
H -5.87878 0.59099 -3.19521
H -8.66469 -0.75835 -1.13299
H -7.07767 -0.86628 -0.42974
H -7.27683 -1.33552 -2.05858
H -4.11187 2.46719 -3.31291
H -3.94931 2.68795 -1.64332
C 8.16249 -3.73787 -1.02191
C 7.36881 -2.78365 -0.14371
C 5.89234 -3.11285 -0.05036
O 5.22494 -3.11769 -1.25275
C 4.06478 -3.90052 -1.32792
N 7.91512 -2.80249 1.19007
H 7.96919 -4.81949 -0.76884
H 9.20212 -3.49922 -0.88517
H 7.99164 -3.68905 -2.11179
H 7.48893 -1.73456 -0.46660
H 5.36984 -2.35121 0.60098
H 5.89734 -4.12244 0.40736
H 3.17861 -3.39882 -0.83643
H 4.18702 -4.88490 -0.83026
H 3.86202 -4.04335 -2.36741
H 8.28812 -3.74841 1.42354
H 7.23782 -2.59308 1.89750
C 1.11436 -2.06710 3.80068
C 0.92550 -3.24654 4.76091
C -0.50317 -3.69549 4.60735
O -0.71365 -4.75657 5.54320
C -1.94210 -5.52241 5.37071
N 1.83952 -4.32511 4.43415
H 2.16038 -1.70506 4.00471
H 0.50078 -1.21909 4.10087
H 0.86747 -2.37535 2.79250
H 1.08750 -2.87924 5.76505
H -0.67781 -4.08102 3.58049
H -1.22479 -2.88649 4.78887
H -2.04663 -6.18638 6.20165
H -1.90631 -5.99966 4.43383
H -2.80923 -4.83057 5.28408
H 1.55003 -5.09809 5.01267
H 2.79488 -4.10300 4.69574
C -7.61310 -3.29515 2.22673
C -6.79152 -4.00788 1.15121
C -7.63425 -4.62533 0.06103
O -8.09939 -3.52585 -0.67677
C -8.84246 -3.94485 -1.81275
N -5.77737 -3.22054 0.50601
H -8.02354 -2.37411 1.82953
H -7.05943 -3.05138 3.12164
H -8.39625 -3.89814 2.51403
H -6.28942 -4.85800 1.68796
H -8.46897 -5.23608 0.46261
H -6.89031 -5.23539 -0.56726
H -9.35107 -3.06990 -2.24045
H -9.61578 -4.63774 -1.49770
H -8.13382 -4.45371 -2.47171
H -6.32365 -2.55153 -0.08681
H -5.12293 -2.77077 1.11645
C 1.64422 -4.78559 -3.85435
C 1.15098 -5.62798 -4.98927
C 0.08780 -6.54206 -4.46395
O 0.76351 -7.21847 -3.40819
C 0.05580 -8.28640 -2.76708
N 0.60206 -4.84090 -6.02434
H 0.79408 -4.20966 -3.42998
H 2.32632 -3.97916 -4.20213
H 2.09549 -5.26102 -2.96652
H 1.99365 -6.27025 -5.34218
H -0.18047 -7.25088 -5.27525
H -0.79749 -6.00345 -4.10283
H -0.21000 -9.13633 -3.47126
H -0.89201 -7.90632 -2.35290
H 0.64477 -8.64337 -1.91948
H -0.13019 -4.17191 -5.82801
H 1.26066 -4.45183 -6.70070
C -3.57061 -6.94388 -0.83426
C -2.96039 -5.93093 0.08800
C -1.52795 -6.31271 0.52977
O -0.88890 -5.24590 1.23091
C 0.46184 -5.50551 1.47035
N -3.05763 -4.63432 -0.59301
H -4.63015 -6.71111 -0.90196
H -3.49444 -7.94706 -0.41324
H -3.07060 -6.89745 -1.84547
H -3.52433 -5.90376 0.99395
H -0.96061 -6.56137 -0.36804
H -1.56200 -7.19928 1.17696
H 1.06930 -5.15538 0.64611
H 0.61514 -6.62698 1.55006
H 0.78503 -4.95095 2.35582
H -2.41757 -3.85786 -0.28268
H -4.00323 -4.27742 -0.48301
C 4.50097 -0.32625 -4.14535
C 3.75925 -1.59655 -4.56126
C 3.10019 -1.51626 -5.93348
O 2.05683 -0.57305 -5.91768
C 1.33470 -0.42069 -7.10553
N 4.74473 -2.70090 -4.67640
H 3.73439 0.44811 -4.02869
H 5.31222 -0.02045 -4.82971
H 4.86881 -0.48610 -3.14582
H 3.00776 -1.86962 -3.77080
H 2.77956 -2.52180 -6.24116
H 3.87853 -1.21072 -6.63449
H 0.91780 0.59094 -7.20678
H 0.38395 -0.98962 -7.12573
H 1.92099 -0.65803 -7.97400
H 4.21802 -3.57500 -4.84501
H 5.13927 -2.83848 -3.76844
*
```

Properties
**Gap between HOMO and LUMO**: 0.3094 hartree
**Energy above the lowest of the compared OMol25 structures with the same formula, charge and spin**: 0.0 kcal/mol
**HOMO level**: -7.990 eV